38
Properties=species:S:1:pos:R:3 method="wB97M-V/def2-TZVPD" e_homo_ev="-11.75 / -11.75" homo_lumo_gap_ha="0.24732 / 0.24728" total_charge=+1
Pd -1.965 0.968 -0.469
N -3.160 2.553 -1.759
C -4.434 2.875 -1.146
C -4.922 1.700 -0.133
O -6.102 1.698 0.096
O -3.998 0.971 0.279
H -2.583 3.383 -1.894
H -3.299 2.070 -2.649
H -5.252 2.996 -1.859
H -4.357 3.766 -0.520
O 2.283 -3.562 3.045
C 0.896 -3.556 3.249
C 0.238 -2.532 2.372
C -1.129 -2.291 2.494
C -1.714 -1.331 1.686
N -1.011 -0.651 0.793
C 0.308 -0.862 0.645
C 0.964 -1.803 1.433
C 0.960 -0.035 -0.393
C 2.313 -0.113 -0.705
C 2.844 0.692 -1.708
C 4.306 0.586 -2.063
O 5.133 0.439 -0.941
C 1.991 1.567 -2.370
C 0.656 1.590 -2.012
N 0.153 0.821 -1.053
H 2.684 -4.228 3.615
H 0.646 -3.323 4.295
H 0.459 -4.540 3.018
H -1.719 -2.832 3.216
H -2.773 -1.093 1.748
H 2.020 -1.990 1.353
H 2.976 -0.787 -0.186
H 4.604 1.437 -2.688
H 4.441 -0.334 -2.645
H 5.219 1.285 -0.484
H 2.364 2.209 -3.151
H -0.040 2.258 -2.510

=====

40
Properties=species:S:1:pos:R:3 method="wB97M-V/def2-TZVPD" e_homo_ev=-9.26 homo_lumo_gap_ha=0.33731 smiles="COc1cccc(C(=O)Nc2nnc(S(=O)(=O)N3CCCC3)s2)c1"
C 5.423 -1.816 5.557
O 4.221 -1.338 4.999
C 4.098 -1.293 3.652
C 5.072 -1.699 2.743
C 4.833 -1.597 1.382
C 3.632 -1.115 0.900
C 2.646 -0.716 1.803
C 1.335 -0.174 1.382
O 0.648 0.553 2.067
N 0.905 -0.559 0.130
C -0.297 -0.145 -0.359
N -0.752 -0.497 -1.522
N -1.945 0.025 -1.780
C -2.396 0.775 -0.838
S -4.009 1.572 -0.784
O -3.779 2.902 -0.310
O -4.831 0.690 -0.016
N -4.637 1.667 -2.300
C -4.011 2.594 -3.219
C -3.135 1.726 -4.127
C -3.891 0.391 -4.195
C -4.857 0.411 -2.994
S -1.355 0.915 0.546
C 2.888 -0.795 3.167
H 6.277 -1.199 5.260
H 5.291 -1.752 6.635
H 5.609 -2.858 5.277
H 6.020 -2.086 3.081
H 5.603 -1.901 0.690
H 3.489 -1.019 -0.166
H 1.432 -1.207 -0.438
H -4.801 3.088 -3.794
H -3.465 3.342 -2.648
H -2.158 1.576 -3.672
H -3.000 2.176 -5.108
H -4.451 0.309 -5.125
H -3.201 -0.446 -4.126
H -4.688 -0.405 -2.294
H -5.900 0.377 -3.322
H 2.132 -0.472 3.865

=====

31
Properties=species:S:1:pos:R:3 method="wB97M-V/def2-TZVPD" e_homo_ev=-8.26 homo_lumo_gap_ha=0.33563 smiles=Cc1ccc(O)cc1.Cc1ccccc1
C 4.543 -0.669 -0.813
C 3.108 -0.409 -1.205
C 2.115 -0.538 -0.240
C 0.776 -0.346 -0.554
C 0.417 0.052 -1.832
O -0.874 0.061 -2.284
C 1.407 0.259 -2.787
C 2.735 0.037 -2.468
H 4.832 -1.678 -1.094
H 4.658 -0.650 0.265
H 5.234 0.045 -1.249
H 2.361 -0.958 0.732
H -0.003 -0.590 0.153
H -1.515 0.079 -1.560
H 1.080 0.646 -3.743
H 3.520 0.252 -3.177
C -1.164 2.369 1.116
C -1.787 1.092 1.584
C -1.047 0.215 2.368
C -1.530 -1.042 2.724
C -2.722 -1.498 2.189
C -3.508 -0.614 1.468
C -3.064 0.672 1.188
H -0.750 2.228 0.117
H -0.280 2.639 1.683
H -1.851 3.205 1.031
H -0.134 0.563 2.829
H -1.017 -1.673 3.443
H -3.131 -2.484 2.364
H -4.541 -0.793 1.183
H -3.758 1.380 0.746

=====

31
Properties=species:S:1:pos:R:3 method="wB97M-V/def2-TZVPD" e_homo_ev=-8.45 homo_lumo_gap_ha=0.34152 smiles=Cc1ccc(O)cc1.Cc1ccccc1
C -0.840 -0.425 -4.326
C -1.493 -0.273 -2.972
C -0.718 -0.472 -1.820
C -1.260 -0.308 -0.557
C -2.598 0.020 -0.437
O -3.144 0.052 0.828
C -3.361 0.296 -1.562
C -2.801 0.160 -2.826
H 0.244 -0.374 -4.224
H -1.076 0.424 -4.979
H -1.145 -1.350 -4.807
H 0.268 -0.890 -1.979
H -0.638 -0.355 0.328
H -3.805 0.748 0.874
H -4.391 0.628 -1.460
H -3.412 0.482 -3.664
C 2.161 -2.083 2.506
C 2.068 -0.584 2.367
C 1.060 0.143 2.963
C 1.006 1.525 2.787
C 1.887 2.170 1.945
C 2.899 1.433 1.339
C 2.986 0.069 1.530
H 1.822 -2.385 3.504
H 3.189 -2.453 2.458
H 1.495 -2.593 1.817
H 0.274 -0.293 3.561
H 0.181 2.048 3.264
H 1.742 3.222 1.756
H 3.619 1.926 0.705
H 3.783 -0.506 1.078

=====

| no. | molecular weight (g/mol) |
| --- | --- |
| 1 | 396.72 |
| 2 | 368.44 |
| 3 | 200.28 |
| 4 | 200.28 |